# 1
ORCA calculation (ωB97M-V/def2-TZVPD) on 2 unconnected molecules or ions with the total composition C4H12NO3.

- lowest unoccupied orbital energy (spin up / spin down) (hartree) = -0.00167 / -0.00326
- energy above the lowest of the compared OMol25 structures with the same formula, charge and spin (eV) = 1.672
- spin multiplicity = 2
- M (g mol⁻¹) = 122.14
- calculated total energy (a.u.) = -439.92972
- highest occupied orbital energy (spin up / spin down) (eV) = -2.688 / -8.322
- ⟨S²⟩ = 0.753
- charge = 0

CARTESIAN COORDINATES (ANGSTROEM)
C1 0.595 0.421 0.514
C2 0.382 1.562 -0.514
C3 0.618 1.077 -1.893
C4 -0.314 -0.069 -2.199
O1 0.196 -1.003 -3.061
O2 -1.422 -0.233 -1.616
N1 -0.846 0.044 0.914
H1 0.996 -0.368 -0.116
H2 1.046 0.687 1.493
H3 1.165 2.326 -0.298
H4 -0.574 2.077 -0.467
H5 1.669 0.733 -1.993
H6 0.759 1.884 -2.686
H7 -0.370 -1.774 -3.167
H8 -1.291 -0.739 0.435
H9 -0.884 -0.173 1.922
H10 -1.365 0.937 0.986
H11 -0.171 -2.632 3.154
H12 0.003 -2.695 4.646
O3 -0.192 -2.063 3.947



# 2
ORCA calculation (ωB97M-V/def2-TZVPD) on 2 unconnected molecules or ions with the total composition C4H12NOS.

- lowest unoccupied orbital energy (hartree) = 0.14002
- energy above the lowest of the compared OMol25 structures with the same formula, charge and spin (eV) = 2.388
- M (g mol⁻¹) = 122.21
- calculated total energy (a.u.) = -687.74028
- highest occupied orbital energy (eV) = -2.813
- charge = -1

CARTESIAN COORDINATES (ANGSTROEM)
C1 0.238 -1.580 -0.949
C2 -0.299 -1.645 0.530
S1 0.602 -0.889 1.911
C3 -0.157 -0.284 -1.562
N1 0.866 0.774 -1.765
C4 0.524 1.987 -1.066
H1 1.382 -1.787 -1.035
H2 -0.231 -2.292 -1.714
H3 -0.523 -2.652 0.745
H4 -1.324 -1.109 0.313
H5 -0.732 -0.523 -2.536
H6 -1.085 0.142 -1.092
H7 1.787 0.479 -1.513
H8 -0.607 2.105 -1.058
H9 1.187 2.835 -1.578
H10 0.871 2.122 0.074
H11 -1.080 1.206 0.855
H12 -2.234 2.010 1.674
O1 -1.868 1.925 0.866



# 3
ORCA calculation (ωB97M-V/def2-TZVPD) on 2 unconnected molecules or ions with the total composition C4H12NOS.

- lowest unoccupied orbital energy (hartree) = 0.13211
- energy above the lowest of the compared OMol25 structures with the same formula, charge and spin (eV) = 2.499
- M (g mol⁻¹) = 122.21
- calculated total energy (a.u.) = -687.73623
- highest occupied orbital energy (eV) = -2.224
- charge = -1

CARTESIAN COORDINATES (ANGSTROEM)
C1 -2.136 0.174 -0.418
N1 -0.736 -0.355 -0.311
C2 -0.001 0.287 0.897
C3 0.899 1.524 0.173
S1 1.263 2.505 1.540
C4 0.947 -0.880 1.364
H1 -2.868 -0.471 0.190
H2 -2.285 1.292 -0.224
H3 -2.689 0.006 -1.301
H4 -0.904 -1.358 -0.239
H5 -0.780 0.445 1.673
H6 1.773 1.040 -0.211
H7 0.354 2.166 -0.633
H8 0.311 -1.788 1.870
H9 1.643 -0.527 2.123
H10 1.628 -1.199 0.548
H11 1.853 -0.643 -2.057
H12 0.457 -0.891 -2.528
O1 1.270 -1.327 -2.459



> Which of these has the lowest calculated total energy?

number 2